Entry 1:
Entry from the Open Molecules 2025 dataset: the ion C4H9N2O with charge +1 in a non-equilibrium geometry (the ωB97M-V functional and the def2-TZVPD basis).

Last column: Löwdin charge in e.
Cartesian coordinates (Å):
C (-0.21021, -2.09667, -0.21881)  0.178
C (-0.55068, -0.82765, 0.11744)  -0.183
C (-1.88060, -0.26167, 0.17849)  -0.193
O (-2.15484, 0.87326, -0.11212)  0.071
C (0.56078, 0.20543, 0.36302)  -0.254
N (1.82076, -0.12717, -0.04282)  0.101
N (0.21125, 1.81169, -0.14785)  0.177
H (0.78139, -2.46561, -0.03493)  0.097
H (-0.93208, -2.74342, -0.40366)  0.041
H (-2.66624, -1.07621, 0.50976)  0.180
H (0.46488, 0.44748, 1.38461)  0.141
H (1.80544, -0.71461, -0.94506)  0.158
H (2.57684, 0.44636, 0.09387)  0.074
H (0.16756, 2.17727, -1.11198)  0.155
H (0.82063, 2.44895, 0.45037)  0.177
H (-0.81489, 1.90255, -0.08034)  0.080

Values from the calculation:
HOMO-LUMO gap (hartree): 0.3768
Spin multiplicity: 1
Net charge: +1
Calculated total energy (eV): -9312.8486
Energy above the lowest of the compared OMol25 structures with the same formula, charge and spin (kJ/mol): 305.6


Entry 2:
Entry from the Open Molecules 2025 dataset: the ion C4H9N2O with charge +1 in a non-equilibrium geometry (the ωB97M-V functional and the def2-TZVPD basis).

Last column: Löwdin charge in e.
Cartesian coordinates (Å):
C (-1.37496, -1.20319, -0.60203)  -0.022
N (-0.74218, -0.44562, 0.54380)  -0.110
C (-0.78899, 0.93143, 0.63386)  -0.188
C (0.45792, 1.64570, 0.09579)  0.005
N (1.47386, 1.05341, -0.35123)  0.160
C (1.60074, -0.21765, -0.54340)  -0.182
O (2.49331, -0.95427, 0.01349)  0.181
H (-1.58857, -0.50408, -1.41492)  0.107
H (-0.64073, -1.93491, -0.71692)  0.056
H (-2.24698, -1.68911, -0.20592)  0.087
H (-0.74046, -0.97126, 1.41711)  0.147
H (-1.11407, 1.25665, 1.60891)  0.138
H (-1.44081, 1.46641, -0.10584)  0.157
H (0.64205, 2.66022, 0.18012)  0.120
H (0.96834, -0.72739, -1.21332)  0.130
H (3.04154, -0.36635, 0.66050)  0.213

Values from the calculation:
HOMO-LUMO gap (hartree): 0.3323
Spin multiplicity: 1
Net charge: +1
Calculated total energy (eV): -9312.7434
Energy above the lowest of the compared OMol25 structures with the same formula, charge and spin (kJ/mol): 315.7


Entry 3:
Entry from the Open Molecules 2025 dataset: the ion C4H9N2O with charge +1 in a non-equilibrium geometry (the ωB97M-V functional and the def2-TZVPD basis).

Last column: Löwdin charge in e.
Cartesian coordinates (Å):
N (3.18446, 0.10817, 0.06105)  0.162
C (1.94250, -0.26867, 0.28818)  -0.575
O (1.52230, -1.35453, 0.64679)  0.051
C (1.02151, 0.94614, -0.07869)  0.018
C (-0.63005, 0.26585, -0.03123)  0.071
C (-2.01164, 0.36692, -0.10722)  -0.078
N (-2.98638, -0.78162, -0.01497)  0.233
H (3.51671, 0.81520, -0.59695)  0.131
H (4.01818, -0.43521, 0.30137)  0.141
H (1.30446, 1.21742, -1.15270)  0.134
H (1.28866, 1.73101, 0.57052)  0.082
H (-0.17641, -0.75567, -0.09730)  0.074
H (-2.41517, 1.35129, -0.08235)  0.098
H (-3.48132, -0.63478, 0.80829)  0.139
H (-2.41844, -1.54413, 0.19661)  0.138
H (-3.67939, -1.02741, -0.71138)  0.182

Values from the calculation:
HOMO-LUMO gap (hartree): 0.3712
Spin multiplicity: 1
Net charge: +1
Calculated total energy (eV): -9312.3271
Energy above the lowest of the compared OMol25 structures with the same formula, charge and spin (kJ/mol): 355.9


Entry 4:
Entry from the Open Molecules 2025 dataset: a cluster of 2 separate species, C4H9N2O in total in a non-equilibrium geometry (the ωB97M-V functional and the def2-TZVPD basis).

Last column: Löwdin charge in e.
Cartesian coordinates (Å):
C (-1.87918, 1.54747, 0.73480)  0.000
C (-0.59459, 0.81834, 0.48418)  -0.245
C (0.66757, 1.28691, 0.32710)  0.018
N (1.47516, 0.16100, 0.20641)  0.118
C (0.78019, -0.92247, 0.56060)  -0.058
N (-0.50389, -0.55558, 0.59755)  0.168
H (-2.13721, 1.96286, 1.70582)  0.095
H (-2.68363, 0.84595, 0.49972)  0.088
H (-1.94968, 2.40715, 0.06510)  0.095
H (0.95677, 2.32185, 0.32454)  0.145
H (2.46731, 0.28234, 0.35831)  0.180
H (1.29182, -1.86928, 0.52832)  0.154
H (-1.26006, -1.21349, 0.52134)  0.185
H (0.49044, -2.64847, -2.59544)  0.062
H (1.86579, -2.27023, -2.37499)  0.053
O (1.01318, -2.15435, -1.94335)  -0.058

Values from the calculation:
HOMO-LUMO gap (hartree): 0.3947
Spin multiplicity: 1
Net charge: +1
Calculated total energy (eV): -9315.3850
Energy above the lowest of the compared OMol25 structures with the same formula, charge and spin (kJ/mol): 60.9


Entry 5:
Entry from the Open Molecules 2025 dataset: a cluster of 2 separate species, C4H9N2O in total in a non-equilibrium geometry (the ωB97M-V functional and the def2-TZVPD basis).

Last column: Löwdin charge in e.
Cartesian coordinates (Å):
C (-1.65613, 1.11718, -0.38977)  0.000
C (-0.87126, 0.01684, 0.20608)  -0.255
C (0.03599, -0.02467, 1.20259)  -0.009
N (0.67198, -1.25455, 1.13650)  0.125
C (0.30360, -1.86165, 0.00560)  -0.052
N (-0.73751, -1.19888, -0.46950)  0.164
H (-2.69755, 0.81054, -0.51886)  0.097
H (-1.71536, 2.03985, 0.17616)  0.099
H (-1.24851, 1.38072, -1.35877)  0.094
H (0.32127, 0.75718, 1.87942)  0.146
H (1.58080, -1.47024, 1.52350)  0.180
H (0.82420, -2.72306, -0.37098)  0.163
H (-1.31271, -1.59198, -1.20172)  0.190
H (2.72575, 1.47232, -0.09690)  0.057
H (1.93134, 0.96164, -1.23415)  0.045
O (1.84410, 1.56875, -0.48921)  -0.045

Values from the calculation:
HOMO-LUMO gap (hartree): 0.3886
Spin multiplicity: 1
Net charge: +1
Calculated total energy (eV): -9315.3391
Energy above the lowest of the compared OMol25 structures with the same formula, charge and spin (kJ/mol): 65.3


Entry 6:
Entry from the Open Molecules 2025 dataset: a cluster of 2 separate species, C4H9N2O in total in a non-equilibrium geometry (the ωB97M-V functional and the def2-TZVPD basis).

Last column: Löwdin charge in e.
Cartesian coordinates (Å):
C (3.40006, -1.27085, 0.11735)  0.146
C (2.63300, -0.25671, 0.45777)  -0.194
C (-3.57747, -0.36866, -0.99433)  -0.149
C (0.69735, 0.86794, 0.15620)  0.223
N (-2.47257, -0.47286, 0.95762)  0.065
N (-2.43865, -0.19819, -0.22285)  -0.182
O (1.46436, -0.06853, -0.19242)  0.086
H (4.40333, -1.38046, 0.60498)  0.124
H (2.93528, -1.93444, -0.62270)  0.108
H (3.06004, 0.40112, 1.23024)  0.153
H (-4.47523, -0.90002, -0.60579)  0.094
H (-3.24919, -0.84353, -1.95130)  0.100
H (-4.14500, 0.56652, -1.07282)  0.093
H (1.03876, 1.67562, 0.85313)  0.164
H (-0.23467, 1.01704, -0.32282)  0.096
H (-1.55312, -0.47913, 1.52755)  0.074

Values from the calculation:
HOMO-LUMO gap (hartree): 0.2082
Spin multiplicity: 1
Net charge: +1
Calculated total energy (eV): -9309.1897
Energy above the lowest of the compared OMol25 structures with the same formula, charge and spin (kJ/mol): 658.6


Question: Look up the HOMO-LUMO gap of the first one.
Answer: 0.3768 hartree


Question: Which value of energy above the lowest of the compared OMol25 structures with the same formula, charge and spin does entry 6 give?
Answer: 658.6 kJ/mol